Entry from OMol25: a 10-piece molecular cluster, C7H34N14O10 overall (ωB97M-V with the def2-TZVPD basis set).

Its total energy is -49149.3607 eV. As for the orbital gap: 0.3448 Ha. As for the structure (SMILES): NC(N)=O.NC(N)=O.NC(N)=O.NC(N)=O.NC(N)=O.NC(N)=O.NC(N)=O.O.O.O. For the energy above the lowest of the compared OMol25 structures with the same formula, charge and spin, the calculation gives 637.1 kJ/mol. As for the lowest unoccupied orbital energy: 0.048 eV.

Geometry (Å):
C -8.760 12.769 1.635
O -7.876 11.981 1.930
N -9.117 13.763 2.409
N -9.353 12.757 0.493
H -8.863 13.827 3.384
H -9.632 14.546 2.034
H -9.342 11.939 -0.100
H -10.197 13.278 0.302
C -11.768 11.902 -5.171
O -11.710 10.944 -4.386
N -11.276 11.747 -6.387
N -12.132 13.116 -4.829
H -10.949 12.564 -6.882
H -10.789 10.862 -6.384
H -12.522 13.214 -3.902
H -12.219 13.791 -5.576
C -14.867 7.525 -0.300
O -15.524 8.296 -0.939
N -15.097 6.254 -0.165
N -13.720 7.887 0.210
H -16.033 5.960 -0.406
H -14.657 5.589 0.454
H -13.429 8.781 -0.161
H -13.126 7.282 0.758
C -21.612 9.673 0.658
O -22.004 9.311 -0.447
N -22.213 10.369 1.535
N -20.389 9.350 1.122
H -23.057 10.913 1.422
H -21.604 10.718 2.261
H -20.180 9.404 2.109
H -19.766 9.011 0.404
C -13.480 2.046 4.025
O -13.911 0.989 3.700
N -13.622 2.598 5.173
N -12.819 2.785 3.171
H -13.210 3.461 5.498
H -14.179 1.983 5.749
H -12.510 2.150 2.448
H -12.215 3.529 3.488
C -15.629 14.889 0.184
O -14.451 14.763 0.124
N -16.318 15.925 0.511
N -16.333 14.026 -0.439
H -17.290 15.870 0.779
H -15.948 16.818 0.804
H -17.272 14.343 -0.635
H -16.117 13.115 -0.818
C -17.740 -1.696 0.313
O -18.489 -2.207 -0.487
N -17.010 -2.370 1.109
N -17.635 -0.385 0.559
H -17.138 -3.372 1.079
H -16.301 -1.851 1.606
H -17.977 0.357 -0.035
H -16.819 -0.341 1.153
O -20.850 4.987 -2.311
H -21.310 5.820 -2.204
H -21.050 4.716 -3.207
O -9.445 6.649 2.910
H -9.077 6.261 2.115
H -8.956 7.463 3.028
O -12.310 6.958 6.561
H -11.588 7.033 5.937
H -12.039 7.494 7.307

Entry from OMol25: C29H33FN3O4SeTi as an isolated structure (ωB97M-V with the def2-TZVPD basis set).

The total charge is +2. Its total energy is -134436.8755 eV. As for the orbital gap (spin up / spin down): 0.2351 / 0.2332 Ha. The spin multiplicity is 2. For the energy above the lowest of the compared OMol25 structures with the same formula, charge and spin, the calculation gives 12.5 kJ/mol. As for the lowest unoccupied orbital energy (spin up / spin down): -7.108 / -7.217 eV.

Geometry (Å):
Ti -1.357 0.185 -0.717
O -2.863 2.230 2.479
C -2.373 1.366 1.665
O -1.361 1.551 0.963
C -3.070 0.049 1.667
C -3.904 -0.399 2.673
C -4.437 -1.696 2.490
C -4.061 -2.444 1.385
C -3.260 -1.854 0.451
N -2.772 -0.654 0.591
C -2.564 -2.618 -0.671
O -3.087 -3.718 -1.132
O -1.546 -2.087 -1.118
H -2.357 3.047 2.515
H -4.155 0.214 3.565
H -5.123 -2.100 3.238
H -4.440 -3.473 1.302
H -3.856 -4.002 -0.654
C 0.665 3.991 -0.550
C 1.585 3.332 0.448
C 3.016 3.321 -0.046
C 3.229 2.327 -1.207
N 3.242 0.957 -0.698
C 2.300 0.024 -0.927
Se 0.821 0.267 -2.033
N 2.693 -1.133 -0.290
C 1.944 -2.362 -0.249
C 1.012 -2.469 0.974
C 0.400 -1.151 1.392
C 1.134 -0.414 2.509
C 3.858 -0.860 0.444
C 4.553 -1.638 1.359
C 5.670 -1.057 1.869
C 6.084 0.233 1.474
C 5.349 1.021 0.645
C 4.225 0.421 0.111
H -0.409 3.932 -0.324
H 0.769 3.597 -1.557
H 0.898 5.069 -0.621
H 1.294 2.322 0.710
H 1.525 3.872 1.423
H 3.719 3.135 0.744
H 3.345 4.297 -0.426
H 4.158 2.500 -1.773
H 2.369 2.353 -1.884
H 2.666 -3.170 -0.267
H 1.394 -2.476 -1.167
H 1.505 -2.928 1.832
H 0.202 -3.168 0.747
H -0.669 -1.310 1.697
H 0.394 -0.490 0.502
H 1.030 -0.905 3.466
H 0.823 0.657 2.612
H 2.195 -0.361 2.253
H 4.281 -2.607 1.670
H 6.322 -1.573 2.587
H 7.003 0.603 1.873
H 5.647 2.020 0.368
F -4.139 -2.949 -4.408
C -3.725 -1.865 -3.786
C -4.547 -1.299 -2.792
C -4.172 -0.181 -2.115
C -2.983 0.527 -2.442
C -2.608 1.656 -1.638
C -2.140 -0.075 -3.403
C -2.547 -1.248 -4.088
H -5.500 -1.802 -2.575
H -4.874 0.185 -1.339
H -3.401 2.130 -1.059
H -1.923 2.371 -2.106
H -1.205 0.415 -3.768
H -1.892 -1.642 -4.865

Entry from OMol25: a 2-piece molecular cluster, C29H22F4NOS overall (ωB97M-V with the def2-TZVPD basis set).

The total charge is +1. Its total energy is -55663.4879 eV. As for the orbital gap: 0.1085 Ha. For the energy above the lowest of the compared OMol25 structures with the same formula, charge and spin, the calculation gives 0.0 kJ/mol. As for the lowest unoccupied orbital energy: -6.320 eV.

Geometry (Å):
F -2.129 4.396 -3.448
C -1.919 3.046 -3.286
C -2.933 2.167 -3.668
C -2.711 0.818 -3.379
F -3.731 -0.068 -3.655
C -1.530 0.345 -2.837
C -0.434 1.241 -2.620
C 0.846 0.676 -2.378
C 2.131 1.214 -2.692
C 3.255 0.318 -2.703
C 4.477 0.729 -3.202
F 5.531 -0.157 -3.194
C 4.708 2.001 -3.730
C 3.639 2.890 -3.643
F 3.821 4.176 -4.108
C 2.394 2.551 -3.128
C -0.708 2.634 -2.751
H -3.849 2.522 -4.134
H -1.398 -0.719 -2.655
H 0.846 -0.400 -2.249
H 3.116 -0.712 -2.380
H 5.667 2.295 -4.151
H 1.616 3.303 -3.127
H 0.028 3.378 -2.461
C 1.766 -2.153 -0.146
O 0.619 -1.297 -0.336
C 0.009 -0.728 0.743
C 0.696 0.365 1.447
C 1.517 0.052 2.552
C 2.110 1.072 3.297
C 1.922 2.409 2.931
C 1.166 2.721 1.795
C 0.562 1.709 1.048
C -1.084 -1.460 1.225
N -1.727 -1.339 2.438
C -1.565 -0.177 3.300
C -2.526 -2.434 2.799
C -2.552 -3.406 1.793
C -3.266 -4.594 1.965
C -3.884 -4.839 3.197
C -3.825 -3.884 4.228
C -3.177 -2.658 4.025
S -1.585 -2.945 0.411
H 2.007 -2.534 -1.141
H 2.597 -1.549 0.238
H 1.517 -2.977 0.536
H 1.651 -1.000 2.820
H 2.729 0.818 4.162
H 2.358 3.206 3.541
H 1.038 3.762 1.491
H -0.026 1.919 0.156
H -2.407 -0.143 3.996
H -0.634 -0.242 3.880
H -1.548 0.743 2.707
H -3.318 -5.298 1.134
H -4.413 -5.779 3.360
H -4.292 -4.102 5.189
H -3.169 -1.882 4.796